Entry 1:
# C25H43Cl2F5IrN3O4Si

C25H43Cl2F5IrN3O4Si as an isolated structure at a distorted geometry (ωB97M-V/def2-TZVPD, the Open Molecules 2025 dataset).

HOMO (spin up / spin down) = -0.2482 / -0.2940 Eh
Gap between HOMO and LUMO (spin up / spin down) = 0.258 / 0.238 Eh
Relative energy (zero: lowest compared OMol25 entry of this formula, charge and spin) = 0.0 kcal/mol

Geometry as ORCA input:
```
! wB97M-V def2-TZVPD RIJCOSX def2/J DEFGRID3
* xyz 0 5
C -5.884 4.160 1.062
C -6.368 4.804 -0.199
H -5.420 4.920 1.697
H -5.152 3.372 0.863
H -6.729 3.765 1.641
C -7.117 5.921 -0.136
C -7.473 6.643 1.121
H -7.538 6.349 -1.043
H -6.610 6.812 1.780
H -8.256 6.152 1.716
H -7.876 7.618 0.831
Ir -2.009 0.787 -0.739
Cl -4.089 0.818 -1.713
C -1.522 0.114 -3.574
O -0.919 0.614 -2.574
N -1.085 0.370 -4.804
C 0.212 1.011 -4.974
C -1.915 0.145 -5.981
H -2.418 -0.524 -3.482
H 1.017 0.378 -4.575
H 0.239 1.994 -4.485
H 0.355 1.133 -6.049
H -2.418 -0.830 -5.919
H -1.266 0.178 -6.860
H -2.679 0.930 -6.084
H 2.565 -1.670 -2.121
H 3.271 -3.019 -0.041
C 2.585 -0.800 -1.444
C 3.088 -2.131 0.584
N 2.208 -1.201 -0.108
H 1.884 -0.040 -1.790
C 1.048 -0.772 0.428
O 0.308 0.066 -0.130
H 2.634 -2.435 1.528
H 0.810 -1.219 1.410
H 3.611 -0.404 -1.439
H 4.062 -1.663 0.792
H 0.934 2.598 3.714
H -1.608 4.072 1.658
C 1.271 3.403 3.038
C -0.625 4.533 1.877
N 0.402 3.502 1.872
H 2.288 3.172 2.698
C 0.609 2.667 0.821
O -0.138 2.536 -0.155
H -0.424 5.308 1.111
H 1.556 2.081 0.936
H 1.254 4.362 3.576
H -0.629 4.997 2.872
O -4.541 3.913 -1.492
C -5.960 4.122 -1.505
C -6.241 6.126 -3.020
C -6.420 4.758 -2.800
H -5.847 6.747 -2.207
C -6.547 6.658 -4.280
H -6.391 3.107 -1.445
C -6.965 3.926 -3.786
H -6.338 7.711 -4.464
C -7.109 5.842 -5.264
C -7.310 4.482 -5.017
H -7.084 2.861 -3.560
H -7.406 6.280 -6.222
H -7.749 3.838 -5.776
Si -3.119 4.228 -2.416
Cl -2.780 2.920 0.092
C -3.120 6.065 -2.965
C -3.485 3.229 -3.984
C -1.259 4.170 -2.072
H -3.774 6.223 -3.835
H -2.108 6.389 -3.264
H -3.450 6.731 -2.157
H -1.012 4.530 -1.063
H -0.734 4.824 -2.788
H -0.836 3.167 -2.175
H -4.259 3.744 -4.568
H -3.877 2.244 -3.705
H -2.606 3.092 -4.625
F -3.210 -1.748 -1.511
C -2.162 -1.230 -0.771
F -1.019 -1.857 -1.257
C -2.402 -1.750 0.683
F -1.511 -1.311 1.617
F -3.645 -1.426 1.120
F -2.308 -3.099 0.660
*
```

---

Entry 2:
# C7H13O

An isolated ion of composition C7H13O and charge -2 at a distorted geometry (ωB97M-V/def2-TZVPD, the Open Molecules 2025 dataset).

HOMO (spin up / spin down) = 0.1332 / 0.0004 Eh
Gap between HOMO and LUMO (spin up / spin down) = 0.106 / 0.239 Eh
Relative energy (zero: lowest compared OMol25 entry of this formula, charge and spin) = 1.7 kcal/mol

Geometry as ORCA input:
```
! wB97M-V def2-TZVPD RIJCOSX def2/J DEFGRID3
* xyz -2 2
C -0.541 1.133 -2.858
O -0.953 0.543 -4.006
C 0.127 0.139 -1.859
C 0.466 0.806 -0.499
C 0.339 -0.050 0.730
C -0.498 0.226 1.717
C -0.892 -0.632 2.885
C 1.178 -1.305 0.731
H 0.248 1.911 -3.059
H -1.403 1.576 -2.301
H -0.657 -0.592 -1.666
H 1.008 -0.284 -2.351
H -0.166 1.692 -0.393
H 1.483 1.221 -0.626
H -1.057 1.150 1.641
H -1.193 -1.630 2.579
H -0.061 -0.751 3.581
H -1.696 -0.176 3.470
H 1.691 -1.525 -0.206
H 0.626 -2.213 0.981
H 1.951 -1.238 1.510
*
```

---

Entry 3:
# C5H14N2

An isolated ion of composition C5H14N2 and charge +1 at a distorted geometry (ωB97M-V/def2-TZVPD, the Open Molecules 2025 dataset).

HOMO (spin up / spin down) = -0.4778 / -0.4776 Eh
Gap between HOMO and LUMO (spin up / spin down) = 0.349 / 0.158 Eh
Relative energy (zero: lowest compared OMol25 entry of this formula, charge and spin) = 24.6 kcal/mol

Geometry as ORCA input:
```
! wB97M-V def2-TZVPD RIJCOSX def2/J DEFGRID3
* xyz 1 2
C -0.052 -0.250 2.128
C 0.382 -0.869 0.787
C -0.584 -0.564 -0.346
C -0.905 0.920 -0.565
C 0.339 1.731 -1.054
N 0.799 1.255 -2.306
N 0.625 -2.317 0.974
H 0.354 -0.846 2.932
H -1.145 -0.249 2.215
H 0.291 0.778 2.200
H 1.395 -0.470 0.623
H -1.542 -1.044 -0.120
H -0.233 -1.047 -1.265
H -1.753 1.033 -1.231
H -1.129 1.313 0.433
H 1.158 1.659 -0.335
H 0.070 2.793 -1.149
H 0.115 1.254 -3.066
H 1.376 0.414 -2.285
H -0.218 -2.730 1.373
H 0.657 -2.763 0.057
*
```

---

Entry 4:
# C50H77BrF6O12Si

A 7-piece molecular cluster, C50H77BrF6O12Si overall at a distorted geometry (ωB97M-V/def2-TZVPD, the Open Molecules 2025 dataset).

HOMO = -0.3127 Eh
Gap between HOMO and LUMO = 0.256 Eh
Relative energy (zero: lowest compared OMol25 entry of this formula, charge and spin) = 598.1 kcal/mol

Geometry as ORCA input:
```
! wB97M-V def2-TZVPD RIJCOSX def2/J DEFGRID3
* xyz 0 1
C -5.779 4.575 -2.387
C -6.893 3.361 -2.555
O -7.336 2.788 -1.433
O -7.310 3.026 -3.929
C -7.452 1.560 -4.112
C -6.003 0.795 -4.391
C -5.314 0.194 -3.013
C -3.833 0.828 -2.681
C -2.788 -0.264 -1.980
C -2.605 0.026 -0.343
C -1.365 -0.930 0.141
C 0.174 -0.283 0.251
C 0.347 1.343 -0.096
C 0.402 1.665 -1.702
F 0.845 0.436 -2.421
C 1.504 -1.199 0.688
C 3.037 -0.568 0.750
C 3.513 0.179 -0.629
O 4.969 0.370 -0.540
Si 5.409 2.016 -0.117
C 4.193 2.915 1.072
C 5.728 3.191 -1.609
C 7.116 1.901 0.850
C 1.230 -2.805 1.068
C -0.301 -3.470 0.963
C -1.619 -2.538 0.525
C -3.161 -3.159 0.461
C -4.011 -2.500 1.697
C -3.978 -3.342 3.100
C -3.955 -2.224 4.343
F -4.211 -3.004 5.603
F -5.032 -1.191 4.173
C -2.502 -1.492 4.535
F -2.235 -1.223 5.998
F -2.555 -0.120 3.905
F -1.356 -2.186 3.903
C -0.460 -5.099 1.312
O -1.525 -5.644 1.901
C 0.884 -6.004 0.894
C 0.581 -7.523 0.358
C 0.327 -8.615 1.556
O -0.953 -8.761 1.975
Br 1.902 -9.635 2.254
C 2.276 -5.406 0.986
C 2.413 -3.844 1.568
O 3.408 -3.556 2.409
H -4.911 4.533 -3.180
H -5.387 4.594 -1.269
H -6.340 5.614 -2.541
H -8.138 1.430 -5.080
H -8.070 1.044 -3.236
H -6.251 -0.072 -5.170
H -5.308 1.549 -4.976
H -5.214 -0.975 -3.188
H -6.111 0.344 -2.159
H -3.900 1.838 -2.061
H -3.344 1.082 -3.739
H -3.281 -1.330 -2.168
H -1.739 -0.283 -2.497
H -2.433 1.176 -0.209
H -3.645 -0.224 0.131
H -0.512 1.985 0.428
H 1.343 1.660 0.481
H 1.226 2.513 -1.868
H -0.608 2.013 -2.178
H 3.819 -1.453 0.927
H 3.079 0.089 1.717
H 3.301 -0.535 -1.549
H 3.036 1.229 -0.823
H 4.800 3.388 1.982
H 3.612 3.765 0.472
H 3.367 2.242 1.555
H 4.902 3.006 -2.420
H 5.688 4.297 -1.188
H 6.787 2.918 -2.043
H 7.178 2.923 1.461
H 8.039 1.826 0.128
H 7.102 1.044 1.655
H -3.635 -2.750 -0.547
H -3.197 -4.326 0.393
H -3.495 -1.448 1.929
H -5.114 -2.213 1.342
H -3.034 -4.012 3.265
H -4.992 -3.948 3.271
H 1.420 -7.808 -0.406
H -0.435 -7.460 -0.263
H 3.239 -6.013 0.666
C 9.567 -0.700 -3.395
C 8.532 -0.169 -2.440
C 8.177 -1.026 -1.255
O 7.996 0.923 -2.622
H 9.722 0.025 -4.202
H 10.515 -0.848 -2.871
H 9.223 -1.641 -3.832
H 9.063 -1.189 -0.635
H 7.771 -1.982 -1.596
H 7.417 -0.517 -0.653
C -0.893 -8.089 -3.423
C -0.619 -6.609 -3.440
C -1.389 -5.772 -4.426
O 0.203 -6.103 -2.677
H -0.265 -8.565 -2.662
H -1.942 -8.270 -3.174
H -0.652 -8.522 -4.397
H -2.460 -5.849 -4.222
H -1.170 -6.102 -5.444
H -1.088 -4.723 -4.325
C 0.905 6.752 -1.264
C 1.907 5.779 -1.825
C 2.065 5.731 -3.322
O 2.571 5.050 -1.090
H 0.899 6.676 -0.171
H 1.182 7.772 -1.542
H -0.094 6.513 -1.637
H 2.393 6.706 -3.692
H 1.117 5.447 -3.786
H 2.821 4.984 -3.583
C 2.186 10.443 0.812
C 1.804 10.999 -0.534
C 2.580 12.186 -1.040
O 0.893 10.503 -1.195
H 1.542 9.589 1.048
H 3.224 10.103 0.792
H 2.050 11.207 1.581
H 3.636 11.923 -1.142
H 2.462 13.027 -0.353
H 2.195 12.479 -2.023
C -9.376 -4.182 3.914
C -8.388 -3.274 3.232
C -7.886 -2.087 4.009
O -8.004 -3.495 2.085
H -9.650 -4.996 3.234
H -8.927 -4.613 4.812
H -10.279 -3.622 4.170
H -7.371 -2.424 4.912
H -8.722 -1.433 4.270
H -7.179 -1.522 3.393
C 3.052 -0.693 5.568
C 4.529 -0.985 5.589
C 4.954 -2.423 5.456
O 5.356 -0.083 5.712
H 2.894 0.385 5.674
H 2.623 -1.018 4.616
H 2.561 -1.202 6.400
H 4.610 -2.824 4.499
H 4.547 -3.009 6.283
H 6.047 -2.482 5.488
*
```

---

Entry 5:
# C21H45BrClNNbO9S4

C21H45BrClNNbO9S4 as an isolated structure at a distorted geometry (ωB97M-V/def2-TZVPD, the Open Molecules 2025 dataset).

HOMO = -0.1805 Eh
Gap between HOMO and LUMO = 0.231 Eh

Geometry as ORCA input:
```
! wB97M-V def2-TZVPD RIJCOSX def2/J DEFGRID3
* xyz -1 1
N 1.075 -2.209 -0.872
C -0.304 -1.575 -0.871
C -1.230 -2.404 -1.884
C -2.187 -3.358 -1.038
Nb -4.350 -2.745 -0.845
Cl -4.899 -5.039 0.035
C -4.033 -0.615 -1.561
C -3.316 0.351 -0.495
O -2.277 0.989 -0.692
Br -4.230 0.562 1.281
H 1.309 -2.572 0.051
H 1.778 -1.531 -1.169
H -0.675 -1.686 0.199
H -0.138 -0.503 -1.182
H -0.508 -3.088 -2.449
H -1.735 -1.774 -2.672
H -2.176 -4.384 -1.553
H -1.736 -3.552 -0.005
H -4.761 -3.291 -2.564
H -6.083 -2.307 -0.485
H -3.986 -2.293 0.906
H -3.563 -0.513 -2.595
H -5.076 -0.154 -1.683
C -2.444 5.392 -3.856
C -2.199 4.731 -2.494
C -3.389 3.809 -2.211
S -4.012 3.302 -3.802
O -5.340 3.846 -3.968
O -3.716 1.905 -3.993
C -2.879 4.266 -4.786
H -1.551 5.898 -4.229
H -3.242 6.136 -3.768
H -1.278 4.143 -2.536
H -2.078 5.472 -1.701
H -3.093 2.925 -1.644
H -4.186 4.337 -1.686
H -3.377 4.619 -5.688
H -2.036 3.625 -5.049
C 3.448 1.670 1.571
C 4.889 1.185 1.746
C 4.831 -0.290 2.150
S 3.317 -0.940 1.451
O 2.431 -1.306 2.531
O 3.645 -1.853 0.380
C 2.747 0.598 0.747
H 3.405 2.644 1.080
H 2.968 1.764 2.551
H 5.424 1.284 0.799
H 5.428 1.776 2.490
H 5.680 -0.849 1.757
H 4.779 -0.407 3.234
H 1.660 0.652 0.804
H 3.071 0.628 -0.295
C 9.154 2.695 -2.599
C 9.793 3.083 -1.263
C 8.682 3.097 -0.210
S 7.449 1.926 -0.769
O 6.237 2.647 -1.081
O 7.458 0.774 0.102
C 8.262 1.497 -2.299
H 9.906 2.456 -3.353
H 8.551 3.527 -2.975
H 10.549 2.340 -0.992
H 10.293 4.052 -1.321
H 9.051 2.793 0.769
H 8.209 4.077 -0.140
H 7.520 1.308 -3.073
H 8.856 0.599 -2.120
C -5.495 -4.024 3.614
C -4.851 -3.655 4.952
C -5.959 -3.648 6.009
S -7.200 -4.807 5.439
O -8.410 -4.076 5.141
O -7.198 -5.970 6.300
C -6.392 -5.220 3.903
H -4.747 -4.258 2.855
H -6.095 -3.185 3.249
H -4.099 -4.405 5.213
H -4.347 -2.688 4.904
H -5.590 -3.966 6.984
H -6.428 -2.666 6.091
H -7.136 -5.396 3.127
H -5.802 -6.123 4.069
*
```

---

Entry 6:
# C5H12NO

An isolated ion of composition C5H12NO and charge +1 at a distorted geometry (ωB97M-V/def2-TZVPD, the Open Molecules 2025 dataset).

HOMO = -0.5285 Eh
Gap between HOMO and LUMO = 0.403 Eh
Relative energy (zero: lowest compared OMol25 entry of this formula, charge and spin) = 51.7 kcal/mol

Geometry as ORCA input:
```
! wB97M-V def2-TZVPD RIJCOSX def2/J DEFGRID3
* xyz 1 1
C 1.823 -1.240 0.516
O 0.748 -0.846 -0.333
C 0.195 0.377 -0.160
C 0.798 1.447 -1.059
C -0.634 0.792 1.043
C -1.410 0.359 -0.182
N -1.733 -1.042 -0.046
H 1.502 -0.815 1.477
H 2.825 -0.922 0.062
H 1.861 -2.373 0.494
H 1.713 1.915 -0.724
H 0.009 2.286 -1.121
H 0.919 1.060 -2.021
H -0.693 1.864 1.225
H -0.628 0.106 1.928
H -1.844 1.112 -0.849
H -2.362 -1.351 0.802
H -0.808 -1.464 -0.115
H -2.281 -1.264 -0.939
*
```

---

Entry 7:
# C5H10N3O3S

An isolated ion of composition C5H10N3O3S and charge +1 at a distorted geometry (ωB97M-V/def2-TZVPD, the Open Molecules 2025 dataset).

HOMO = -0.5180 Eh
Gap between HOMO and LUMO = 0.415 Eh
Relative energy (zero: lowest compared OMol25 entry of this formula, charge and spin) = 27.9 kcal/mol

Geometry as ORCA input:
```
! wB97M-V def2-TZVPD RIJCOSX def2/J DEFGRID3
* xyz 1 1
C -2.403 -2.045 1.250
N -1.610 -1.250 0.300
C -1.885 -1.030 -0.986
C -0.870 -0.421 -1.560
N 0.051 -0.203 -0.584
C 1.454 0.757 -0.751
N 2.458 -0.118 -0.625
S 1.240 1.939 0.570
O 1.997 1.474 1.665
O -0.115 2.298 0.865
O 2.011 3.177 -0.134
C -0.441 -0.673 0.521
H -1.706 -2.429 2.040
H -3.083 -1.429 1.753
H -2.982 -2.832 0.793
H -2.750 -1.348 -1.382
H -0.592 -0.070 -2.592
H 1.266 1.165 -1.727
H 2.822 -0.544 0.275
H 3.379 0.199 -1.061
H 1.700 4.074 -0.067
H 0.060 -0.692 1.438
*
```

---

Entry 8:
# C40H48AsN9OPRbSSe

C40H48AsN9OPRbSSe as an isolated structure at a distorted geometry (ωB97M-V/def2-TZVPD, the Open Molecules 2025 dataset).

HOMO = 0.0130 Eh
Gap between HOMO and LUMO = 0.121 Eh
Relative energy (zero: lowest compared OMol25 entry of this formula, charge and spin) = 0.0 kcal/mol

Geometry as ORCA input:
```
! wB97M-V def2-TZVPD RIJCOSX def2/J DEFGRID3
* xyz -2 1
Rb 0.298 0.159 -0.203
C 4.063 -3.093 -0.045
C 2.968 -2.263 -0.336
N 2.477 -1.408 0.530
C 3.024 -1.303 1.752
C 4.134 -2.086 2.131
C 4.647 -2.994 1.188
C 4.712 -1.972 3.438
C 4.194 -1.115 4.337
C 3.059 -0.302 4.004
C 2.511 0.578 4.950
C 1.423 1.330 4.610
C 0.896 1.199 3.315
N 1.393 0.393 2.403
C 2.460 -0.365 2.728
H 4.427 -3.788 -0.791
H 2.445 -2.301 -1.290
H 5.497 -3.611 1.459
H 5.565 -2.595 3.685
H 4.618 -1.026 5.331
H 2.955 0.639 5.938
H 0.960 2.012 5.312
H 0.013 1.750 3.012
C 4.018 2.222 -4.707
N 2.591 2.137 -4.451
C 2.057 0.943 -5.117
N 2.749 -0.285 -4.758
C 4.168 -0.114 -5.008
N 4.782 1.034 -4.330
C 4.763 0.849 -2.867
P 3.058 0.605 -2.125
C 2.320 2.076 -3.008
C 2.481 -0.659 -3.357
H 4.425 3.086 -4.172
H 4.164 2.385 -5.781
H 2.156 1.096 -6.198
H 1.000 0.839 -4.867
H 4.321 0.025 -6.086
H 4.694 -1.022 -4.701
H 5.253 1.715 -2.407
H 5.372 -0.029 -2.628
H 2.683 2.997 -2.542
H 1.237 2.035 -2.867
H 1.384 -0.872 -3.077
H 3.001 -1.605 -3.174
C -4.359 0.012 -0.465
N -3.921 -0.813 -1.569
C -4.419 -2.049 -1.907
C -3.711 -2.469 -2.985
N -2.790 -1.500 -3.285
C -1.691 -1.588 -4.224
C -2.918 -0.467 -2.425
Se -2.042 1.152 -2.422
H -5.155 -0.519 0.059
H -4.721 0.971 -0.840
H -3.531 0.209 0.218
H -5.201 -2.532 -1.348
H -3.759 -3.396 -3.528
H -1.758 -2.550 -4.743
H -0.747 -1.524 -3.397
H -1.743 -0.753 -4.928
N -3.329 -6.530 0.937
C -3.078 -5.644 1.912
S -3.569 -5.977 3.463
C -2.362 -4.404 1.498
C -2.083 -3.408 2.434
C -1.418 -2.268 2.004
N -1.033 -2.085 0.746
C -1.285 -3.020 -0.162
C -1.950 -4.193 0.182
H -3.812 -7.376 1.181
H -3.057 -6.367 -0.015
H -2.387 -3.523 3.464
H -1.189 -1.454 2.685
H -0.907 -2.742 -1.173
H -2.125 -4.906 -0.615
C 1.067 5.220 -1.382
As 0.530 3.593 -0.396
C 1.336 4.192 1.302
C -1.292 4.180 0.006
H 0.797 6.114 -0.815
H 0.564 5.240 -2.350
H 2.144 5.216 -1.557
H 1.034 5.218 1.523
H 2.424 4.140 1.231
H 1.010 3.539 2.108
H -1.284 5.196 0.410
H -1.727 3.480 0.720
H -1.884 4.143 -0.909
O 0.035 -1.308 -2.127
C -1.753 1.170 1.768
C -2.685 1.452 2.535
C -3.786 1.775 3.383
C -3.596 2.281 4.679
C -4.668 2.595 5.499
C -5.973 2.415 5.057
C -6.184 1.915 3.777
C -5.114 1.602 2.955
H -2.582 2.423 5.031
H -4.484 2.983 6.495
H -6.812 2.659 5.699
H -7.195 1.769 3.414
H -5.284 1.217 1.958
*
```